No. 1
The following is a quantum chemistry calculation of a cluster of 2 separate species, C4H8O2Si in total in a non-equilibrium geometry, from the OMol25 dataset.

charge	0
LUMO (spin up / spin down)	-1.13 / -0.32	eV
F_max	4.55	eV/Å
energy relative to the best compared isomer or geometry (same formula, charge and spin)	147.6	kcal/mol

Geometry (Å):
C -0.85878 -2.81391 -0.15125
C -1.50024 -2.37992 1.03183
C 2.36543 0.25589 0.55398
C -1.18344 2.46845 -1.00716
O 1.39907 -0.75202 0.77252
O -0.55476 1.80067 -0.03885
Si -0.02545 -1.30436 0.53297
H -1.05468 -3.69668 -0.75079
H -2.16031 -2.94564 1.80222
H 2.68880 -0.08290 -0.44418
H 3.13741 0.24665 1.35068
H 1.95783 1.24807 0.49206
H -1.37221 1.74491 -1.89659
H -0.56243 3.31927 -1.36959
H -2.27623 2.89151 -0.87785


No. 2
The following is a quantum chemistry calculation of the molecule F3NS in a non-equilibrium geometry, from the OMol25 dataset.

charge	0
LUMO	-0.97	eV
F_max	3.70	eV/Å
energy relative to the best compared isomer or geometry (same formula, charge and spin)	2.0	kcal/mol

Geometry (Å):
N -0.43430 0.82110 -0.42661
F -0.91774 0.65210 -1.77366
F 1.68488 -0.61242 0.33272
F -0.22908 -0.33135 1.72338
S -0.10377 -0.52944 0.14417


No. 3
The following is a quantum chemistry calculation of a structure of composition C21H17Br2N4O2Pd in a non-equilibrium geometry, from the OMol25 dataset.

charge	+1
LUMO (spin up / spin down)	-4.16 / -4.88	eV
F_max	2.25	eV/Å

Geometry (Å):
Pd -0.39442 -0.55867 -1.27949
Br 6.19744 0.43636 -1.79911
C 4.36452 0.14151 -1.61582
C 3.87926 -1.13501 -1.41092
C 2.51163 -1.29339 -1.29327
N 1.66176 -0.26836 -1.36680
C 2.13311 0.97805 -1.54079
C 3.48555 1.21393 -1.67904
C 1.12646 2.08966 -1.54966
C 1.48544 3.42217 -1.46916
C 0.47418 4.37170 -1.44684
Br 0.91021 6.18479 -1.34764
C -0.84960 3.97269 -1.48575
C -1.11205 2.61506 -1.55362
N -0.14629 1.70136 -1.59701
H 4.53937 -1.98690 -1.34366
H 2.06932 -2.26388 -1.11766
H 3.86413 2.21133 -1.84062
H 2.51818 3.72923 -1.40668
H -1.65498 4.69168 -1.45219
H -2.12994 2.24660 -1.56268
N -4.45855 -1.10121 -0.79696
C -4.52387 -0.50406 -2.03655
C -3.23929 -0.26903 -2.40044
N -2.40956 -0.71483 -1.39198
C -3.16999 -1.21014 -0.44218
H -5.24271 -1.39580 -0.23929
H -5.45504 -0.31759 -2.53995
H -2.85650 0.16389 -3.30781
H -2.82344 -1.63691 0.48350
O 0.04389 -1.82455 0.52366
C -0.28929 -0.89934 1.35559
O -0.77244 0.18173 0.94564
C -0.09755 -1.15106 2.80887
C 0.47348 -2.34055 3.25141
C 0.64974 -2.55918 4.60878
C 0.25178 -1.59183 5.52290
C -0.32161 -0.40569 5.08253
C -0.49502 -0.18388 3.72566
H 0.77263 -3.08463 2.52551
H 1.09450 -3.48270 4.95540
H 0.39043 -1.76248 6.58267
H -0.63169 0.34464 5.79783
H -0.93348 0.73566 3.36200
C -0.36951 -2.18412 -2.27769
H 0.23328 -2.25022 -3.17627
H -0.75345 -3.05605 -1.76439


No. 4
The following is a quantum chemistry calculation of the ion C5H13N with charge +1 in a non-equilibrium geometry, from the OMol25 dataset.

charge	+1
multiplicity	2
LUMO (spin up / spin down)	-2.82 / -7.92	eV
F_max	3.50	eV/Å
energy relative to the best compared isomer or geometry (same formula, charge and spin)	18.6	kcal/mol

Geometry (Å):
C 1.13411 -1.68199 -0.48731
C 2.13106 -0.50957 -0.63657
C -0.14026 -1.32277 0.32209
N -0.88908 -0.17259 -0.07622
C -1.01482 0.99510 0.84277
C -1.75823 2.10773 0.15064
H 1.54864 -2.59470 -0.06641
H 0.72904 -2.01315 -1.45304
H 2.19525 -0.21083 -1.67928
H 1.68130 0.35864 -0.15069
H 3.10253 -0.72461 -0.21024
H -0.83411 -2.16853 0.14844
H 0.10151 -1.23395 1.38356
H -0.57198 0.28512 -0.93038
H 0.02658 1.15423 1.18228
H -1.40660 0.66192 1.81010
H -2.64612 1.64685 -0.28918
H -1.27383 2.56981 -0.71185
H -2.11499 2.85329 0.85130


Repeat the first record exactly.
The following is a quantum chemistry calculation of a cluster of 2 separate species, C4H8O2Si in total in a non-equilibrium geometry, from the OMol25 dataset.

charge	0
LUMO (spin up / spin down)	-1.13 / -0.32	eV
F_max	4.55	eV/Å
energy relative to the best compared isomer or geometry (same formula, charge and spin)	147.6	kcal/mol

Geometry (Å):
C -0.85878 -2.81391 -0.15125
C -1.50024 -2.37992 1.03183
C 2.36543 0.25589 0.55398
C -1.18344 2.46845 -1.00716
O 1.39907 -0.75202 0.77252
O -0.55476 1.80067 -0.03885
Si -0.02545 -1.30436 0.53297
H -1.05468 -3.69668 -0.75079
H -2.16031 -2.94564 1.80222
H 2.68880 -0.08290 -0.44418
H 3.13741 0.24665 1.35068
H 1.95783 1.24807 0.49206
H -1.37221 1.74491 -1.89659
H -0.56243 3.31927 -1.36959
H -2.27623 2.89151 -0.87785